Entry 1:
A molecular structure, C15H36KN7O3. Source: the Open Molecules 2025 dataset; level of theory: ωB97M-V with the def2-TZVPD basis set.

The geometry in XYZ format:
```
62
Properties=species:S:1:pos:R:3:lowdin_charge:R:1
K -0.0467 -0.3373 -0.1850 0.798
C -0.3554 -3.8336 -0.7920 -0.164
C -1.6054 -3.5744 0.0670 -0.217
N -1.7495 -2.1730 0.4668 -0.148
C -2.3232 -1.8982 1.7894 -0.207
C -2.2591 -0.4003 2.1301 -0.211
N -0.8870 0.1000 2.2836 -0.123
C -0.3131 0.0085 3.6198 -0.221
C 1.1908 -0.2739 3.6074 -0.164
C 2.0613 0.6302 2.7244 -0.208
N 2.1929 0.2094 1.3257 -0.108
C 3.1923 -0.8204 1.0290 -0.203
C 2.6678 -2.2592 0.9613 -0.223
N 1.5994 -2.4262 -0.0239 -0.133
C 0.9840 -3.7607 -0.0351 -0.216
H -0.3357 -3.1517 -1.6501 0.097
H -0.4484 -4.8352 -1.2219 0.107
H -1.5414 -4.1790 0.9779 0.112
H -2.4987 -3.9274 -0.4628 0.115
H -2.2993 -1.6737 -0.2308 0.038
H -1.7401 -2.4546 2.5313 0.112
H -3.3618 -2.2481 1.8832 0.116
H -2.8693 -0.2091 3.0237 0.115
H -2.7375 0.1616 1.3229 0.101
H -0.8170 1.0530 1.9268 0.066
H -0.8161 -0.7963 4.1632 0.112
H -0.5207 0.9215 4.1973 0.119
H 1.3565 -1.3178 3.3294 0.094
H 1.5546 -0.1867 4.6369 0.109
H 3.0570 0.7192 3.1831 0.108
H 1.6407 1.6406 2.7068 0.121
H 2.3437 1.0303 0.7495 0.080
H 4.0160 -0.7999 1.7576 0.114
H 3.6509 -0.5724 0.0659 0.119
H 2.2623 -2.5508 1.9325 0.099
H 3.5148 -2.9366 0.7711 0.118
H 1.9534 -2.2089 -0.9542 0.110
H 0.8058 -4.0405 1.0084 0.115
H 1.6862 -4.5100 -0.4255 0.112
N 2.1357 3.1367 -1.7084 0.017
N 1.4024 2.9569 -0.5177 -0.045
C 0.1241 2.3755 -0.5505 -0.793
O -0.5937 2.5387 0.4666 -0.060
O -0.1529 1.6691 -1.5637 -0.169
H 1.4882 3.3934 -2.4475 0.074
H 2.4952 2.2336 -1.9875 0.066
H 1.4597 3.7478 0.1032 0.122
C -1.4323 -1.3059 -4.5747 -0.085
C -0.0322 -0.7811 -4.3639 -0.299
O 0.3109 -0.7762 -2.9763 -0.147
H -1.7064 -1.3126 -5.6329 0.073
H -2.1649 -0.6934 -4.0464 0.056
H -1.5241 -2.3226 -4.1895 0.073
H 0.0933 0.2270 -4.7704 0.115
H 0.7076 -1.4099 -4.8635 0.110
H 0.0069 0.0714 -2.6078 0.006
C -3.2079 2.4784 -1.3523 -0.040
C -3.1705 1.0091 -1.4004 -0.234
N -3.1252 -0.1371 -1.4559 0.166
H -2.9422 2.8523 -2.3391 0.090
H -2.4886 2.8188 -0.6081 0.059
H -4.2173 2.8055 -1.1076 0.084
```

ΔE to the lowest compared entry with this formula, charge and spin	68.7	kJ/mol
HOMO energy	-8.46	eV
net charge	0

***

Entry 2:
A molecular structure, CH5IOSi at a distorted geometry. Source: the Open Molecules 2025 dataset; level of theory: ωB97M-V with the def2-TZVPD basis set.

The geometry in XYZ format:
```
9
Properties=species:S:1:pos:R:3:lowdin_charge:R:1
C -0.9475 0.9742 -0.1368 -0.266
O -0.2148 -1.7817 -0.2487 -0.260
Si -0.5261 -0.5013 0.7717 0.527
I 2.5682 -0.0218 -0.2892 0.722
H -0.9600 1.9301 0.2209 -0.100
H 1.5857 0.9987 -0.4338 -0.488
H -1.7838 0.7602 -0.9645 0.028
H 0.2905 -1.5767 -0.9486 -0.093
H -0.0122 -0.7818 2.0291 -0.070
```

ΔE to the lowest compared entry with this formula, charge and spin	442.0	kJ/mol
HOMO energy	-8.12	eV
net charge	0

***

Entry 3:
2 unconnected molecules or ions with the total composition C20H17F4 at a distorted geometry. Source: the Open Molecules 2025 dataset; level of theory: ωB97M-V with the def2-TZVPD basis set.

The geometry in XYZ format:
```
41
Properties=species:S:1:pos:R:3:lowdin_charge:R:1
F -3.2126 2.4818 1.3909 0.074
C -2.9477 1.1288 1.4277 -0.188
C -4.0305 0.2529 1.4203 0.147
C -3.7157 -1.1077 1.4555 -0.195
F -4.7510 -2.0147 1.4421 0.074
C -2.4222 -1.5835 1.4936 0.092
C -1.3159 -0.6734 1.4913 -0.166
C -0.0241 -1.2578 1.5202 0.132
C 1.2657 -0.6692 1.5005 -0.166
C 2.3742 -1.5771 1.5031 0.086
C 3.6668 -1.0982 1.4635 -0.195
F 4.7025 -2.0041 1.4548 0.075
C 3.9800 0.2624 1.4271 0.148
C 2.8940 1.1354 1.4375 -0.188
F 3.1568 2.4887 1.3989 0.074
C 1.5701 0.7247 1.4763 0.090
C -1.6223 0.7200 1.4624 0.089
H -5.0542 0.6037 1.3850 0.156
H -2.2115 -2.6510 1.5238 0.144
H -0.0231 -2.3523 1.4960 0.142
H 2.1679 -2.6462 1.5273 0.143
H 5.0024 0.6152 1.3916 0.156
H 0.7891 1.4747 1.4843 0.108
H -0.8424 1.4710 1.4623 0.108
C 1.2784 -2.4221 5.4063 -0.155
C 0.0760 -3.0116 6.1905 -0.145
C -0.6065 -1.7661 6.8206 -0.265
C 0.6614 -0.9266 7.1250 -0.115
C 1.1771 -0.8946 5.6644 -0.281
C -0.0908 -0.4418 4.9748 -0.068
C -1.1539 -0.9573 5.6590 -0.037
H 2.2223 -2.8364 5.7820 0.114
H 1.2188 -2.6611 4.3378 0.086
H -0.6036 -3.5572 5.5281 0.106
H 0.4239 -3.7161 6.9551 0.114
H -1.2747 -1.9746 7.6621 0.142
H 0.4174 0.0688 7.4999 0.120
H 1.3500 -1.4124 7.8213 0.123
H 2.0947 -0.3271 5.4691 0.136
H -0.1035 0.1922 4.0895 0.082
H -2.2158 -0.8417 5.4385 0.105
```

ΔE to the lowest compared entry with this formula, charge and spin	0.0	kJ/mol
HOMO energy	-11.74	eV
net charge	+1

***

Entry 4:
7 unconnected molecules or ions with the total composition C21H54Br2N5O9 at a distorted geometry. Source: the Open Molecules 2025 dataset; level of theory: ωB97M-V with the def2-TZVPD basis set.

The geometry in XYZ format:
```
91
Properties=species:S:1:pos:R:3:lowdin_charge:R:1
C 27.1011 -7.0540 2.3440 -0.020
C 27.3862 -7.4641 0.7789 -0.090
N 27.5693 -6.2838 -0.2329 -0.239
C 26.3718 -5.3367 -0.2545 0.007
C 28.8510 -5.4285 0.2066 -0.125
C 30.1326 -6.2471 0.1761 -0.075
C 27.7391 -6.9047 -1.6588 -0.030
C 28.0777 -5.9094 -2.8680 -0.163
O 29.4397 -5.4766 -2.8043 -0.223
C 29.8882 -4.6735 -3.9400 -0.048
H 27.4989 -6.0621 2.5585 0.056
H 27.5857 -7.7466 3.0321 0.072
H 26.0439 -7.1274 2.5991 0.073
H 26.6179 -8.1028 0.3433 0.125
H 28.2923 -8.0531 0.6370 0.109
H 25.4965 -5.8663 -0.6305 0.109
H 26.4734 -4.5878 -1.0401 0.092
H 26.1065 -4.8463 0.6820 0.109
H 28.8303 -5.0734 1.2370 0.114
H 28.8771 -4.5985 -0.4995 0.120
H 30.2065 -6.8935 -0.6984 0.072
H 30.3700 -6.8763 1.0339 0.084
H 30.9581 -5.5363 0.1387 0.096
H 26.7231 -7.2867 -1.7593 0.130
H 28.4948 -7.6897 -1.6305 0.130
H 27.4033 -5.0540 -2.9073 0.109
H 27.8967 -6.4285 -3.8093 0.132
H 30.8879 -4.2763 -3.7641 0.090
H 29.1740 -3.8583 -4.0572 0.090
H 30.0501 -5.2632 -4.8423 0.091
C 26.2788 -14.5444 5.7618 -0.048
C 26.5498 -15.6602 4.7062 -0.120
N 28.0529 -16.1453 4.7159 -0.236
C 28.8199 -14.9464 4.1131 0.032
C 28.5598 -16.6638 6.1193 -0.110
C 27.6669 -17.7131 6.7715 -0.041
C 28.1466 -17.3464 3.7018 -0.073
C 29.4826 -18.1101 3.5309 -0.188
O 30.5069 -17.2762 2.9779 -0.198
C 31.7867 -17.3850 3.6587 -0.071
H 25.9544 -15.0158 6.6895 0.071
H 25.3979 -13.9558 5.5057 0.090
H 27.1017 -13.8792 6.0236 0.074
H 26.4787 -15.3194 3.6733 0.123
H 25.9309 -16.5572 4.7277 0.123
H 28.4754 -14.9087 3.0797 0.108
H 29.8745 -15.2220 4.1179 0.098
H 28.5622 -13.9484 4.4677 0.100
H 28.5272 -15.7021 6.6312 0.119
H 29.5631 -16.9579 5.8110 0.105
H 28.0494 -18.2274 7.6531 0.096
H 27.2887 -18.4414 6.0540 0.079
H 26.7602 -17.2195 7.1213 0.073
H 27.9785 -16.9088 2.7177 0.132
H 27.2791 -17.9767 3.8973 0.124
H 29.3495 -18.7444 2.6545 0.141
H 29.6717 -18.7221 4.4128 0.127
H 32.1697 -18.3955 3.5164 0.090
H 31.7850 -17.2611 4.7416 0.079
H 32.4651 -16.6872 3.1680 0.097
O 25.7970 -12.8082 -1.4965 -0.746
H 26.1618 -13.6454 -1.8437 -0.239
C 19.6007 -11.3531 0.1091 0.046
N 18.7835 -10.2006 0.6455 -0.423
O 19.4024 -9.1472 0.9585 0.019
O 17.5997 -10.4156 0.8006 0.068
H 20.2049 -11.0600 -0.7495 0.101
H 18.8983 -12.1721 -0.0453 0.092
H 20.2056 -11.6551 0.9641 0.097
C 22.0234 -16.5994 -3.0940 0.030
N 22.6131 -17.5720 -2.1418 -0.430
O 22.6140 -17.3129 -0.9573 0.065
O 22.8607 -18.6861 -2.6272 0.037
H 21.7672 -17.1692 -3.9872 0.091
H 22.7761 -15.8439 -3.3192 0.106
H 21.0617 -16.1586 -2.8315 0.097
C 31.8369 -13.6328 -2.5275 0.047
N 33.1583 -13.2201 -1.9691 -0.429
O 33.1207 -12.1721 -1.2944 0.015
O 34.2111 -13.7790 -2.2328 0.066
H 32.0968 -14.2199 -3.4084 0.099
H 31.3207 -12.7009 -2.7580 0.099
H 31.2299 -14.1641 -1.7944 0.102
Br 27.6018 -10.7135 -8.5217 0.570
C 26.2624 -11.1274 -7.1429 -0.666
C 24.8645 -10.9126 -7.7111 -0.659
Br 24.3969 -8.9906 -8.0240 0.530
H 26.6350 -10.5715 -6.2825 0.048
H 26.3227 -12.1643 -6.8123 0.067
H 24.0932 -11.3429 -7.0724 0.058
H 24.7722 -11.4410 -8.6600 0.049
```

ΔE to the lowest compared entry with this formula, charge and spin	471.8	kJ/mol
HOMO energy	-6.42	eV
net charge	+1

***

Entry 5:
A molecular structure, C11H19AuN5OPS. Source: the Open Molecules 2025 dataset; level of theory: ωB97M-V with the def2-TZVPD basis set.

The geometry in XYZ format:
```
39
Properties=species:S:1:pos:R:3:lowdin_charge:R:1
Au 0.6682 -2.3222 -0.8329 0.783
C 2.6866 -3.0066 3.5436 -0.166
N 3.4366 -2.3580 2.4755 -0.150
C 3.6260 -0.9386 2.7586 -0.156
N 2.3802 -0.2461 3.0468 -0.140
C 1.6716 -0.9434 4.1173 -0.173
N 1.4173 -2.3510 3.8219 -0.138
C 0.3961 -2.5462 2.7985 -0.253
P 0.4267 -1.3796 1.3656 0.882
C 3.1008 -2.6995 1.1812 -0.066
C 1.5229 0.0089 1.8998 -0.244
H 3.2847 -2.9642 4.4562 0.132
H 2.5161 -4.0494 3.2805 0.132
H 4.1286 -0.4667 1.9156 0.135
H 4.2585 -0.8516 3.6442 0.132
H 0.7274 -0.4324 4.3144 0.124
H 2.2829 -0.8921 5.0201 0.131
H -0.5953 -2.4331 3.2383 0.081
H 0.4372 -3.5635 2.4058 0.085
H 3.5654 -2.1247 0.3919 0.051
H 2.8700 -3.7429 1.0070 0.063
H 0.8402 0.8204 2.1684 0.092
H 2.1023 0.3607 1.0428 0.051
C -2.9311 0.6547 1.1564 -0.041
C -1.8115 0.1735 2.0540 -0.448
C -2.3343 -0.4791 3.3179 -0.047
O -1.0506 -0.7556 1.2349 -0.345
H -3.5260 1.4094 1.6716 0.087
H -3.5785 -0.1812 0.8896 0.093
H -2.5293 1.0890 0.2425 0.088
H -1.1631 1.0165 2.3077 0.125
H -2.8852 -1.3883 3.0727 0.099
H -3.0142 0.2115 3.8180 0.091
H -1.5431 -0.7240 4.0257 0.058
N -1.3541 -4.5186 0.1271 -0.027
C -0.6110 -3.7558 -0.3175 -0.519
S 3.1699 1.5634 -1.4437 0.548
C 2.4937 0.1064 -1.4982 -0.999
N 1.9943 -0.9576 -1.5057 -0.153
```

2S+1	3
ΔE to the lowest compared entry with this formula, charge and spin	0.0	kJ/mol
HOMO energy (alpha / beta)	-7.29 / -8.62	eV
⟨S²⟩	2.01
net charge	0

***

Entry 6:
2 unconnected molecules or ions with the total composition C4H11N2O3S at a distorted geometry. Source: the Open Molecules 2025 dataset; level of theory: ωB97M-V with the def2-TZVPD basis set.

The geometry in XYZ format:
```
21
Properties=species:S:1:pos:R:3:lowdin_charge:R:1
C -1.0470 -0.3643 -1.1237 -0.089
C -2.4351 -0.0347 0.7984 -0.076
C -0.3520 1.4133 0.3464 -0.067
C -0.9897 0.0018 0.3579 -0.674
N 0.7089 -1.5875 0.8834 0.000
N -0.1572 -0.7884 1.2295 -0.064
O 2.4448 -0.3356 -1.4358 -0.359
O 4.2957 -0.7151 0.2619 -0.511
O 2.6957 1.1607 0.5780 -0.507
S 2.8895 -0.2822 0.3023 0.645
H -1.7436 -1.1870 -1.3183 0.066
H -1.6150 0.3532 -1.7132 0.071
H 0.0736 -0.5813 -1.4493 0.092
H -3.2659 -0.0223 0.1173 0.053
H -2.5423 0.8864 1.5881 0.116
H -2.4702 -0.9263 1.5198 0.086
H -0.8116 2.0335 -0.4501 0.077
H -0.5068 2.0199 1.2530 0.073
H 0.7525 1.3733 0.0988 0.052
H 3.1844 -0.8942 -1.6399 -0.023
H 0.8912 -1.5230 -0.2047 0.039
```

ΔE to the lowest compared entry with this formula, charge and spin	204.2	kJ/mol
HOMO energy	-4.13	eV
net charge	-1

***

Entry 7:
A gas-phase ion, C5H14N2 (charge +1) at a distorted geometry. Source: the Open Molecules 2025 dataset; level of theory: ωB97M-V with the def2-TZVPD basis set.

The geometry in XYZ format:
```
21
Properties=species:S:1:pos:R:3:lowdin_charge:R:1
N -0.9699 2.3699 -0.0292 0.050
C -0.2465 1.2384 -0.6405 -0.406
C -1.0768 0.3199 -1.5317 -0.055
C 0.4506 0.5357 0.5391 -0.065
N 0.5549 -0.9548 0.3796 -0.092
C 1.8981 -1.4434 0.3657 -0.007
C -0.4618 -1.8416 0.9389 0.024
H -1.4442 2.0138 0.7836 0.064
H -1.6414 2.7787 -0.6751 0.092
H 0.5187 1.6411 -1.3169 0.143
H -1.9914 -0.0804 -1.0762 0.082
H -0.3820 -0.4884 -1.7845 0.080
H -1.4199 0.7620 -2.4633 0.091
H -0.0286 0.6367 1.5126 0.145
H 1.4851 0.8605 0.5318 0.130
H 2.6380 -0.9896 -0.2836 0.122
H 2.2947 -1.2565 1.3898 0.150
H 1.9109 -2.5224 0.2164 0.109
H -1.4485 -1.5938 0.5725 0.103
H -0.4171 -1.8869 2.0318 0.133
H -0.1456 -2.8177 0.5749 0.107
```

2S+1	2
ΔE to the lowest compared entry with this formula, charge and spin	81.7	kJ/mol
HOMO energy (alpha / beta)	-13.19 / -13.18	eV
⟨S²⟩	0.75
net charge	+1

***

Entry 8:
A single C4H7N3S molecule at a distorted geometry. Source: the Open Molecules 2025 dataset; level of theory: ωB97M-V with the def2-TZVPD basis set.

The geometry in XYZ format:
```
15
Properties=species:S:1:pos:R:3:lowdin_charge:R:1
C -1.5069 -1.8825 0.4796 -0.211
C 0.0054 -0.4365 -0.1193 -0.197
C -0.0152 -0.5466 1.2434 -0.411
C 0.9243 0.5000 -1.2967 -0.455
N -0.9690 -1.4591 1.5933 0.098
N -0.9553 -1.2914 -0.5969 0.063
N 0.7957 0.0338 2.2050 0.097
S -0.0764 1.9035 -1.8443 0.664
H -2.2867 -2.6131 0.4251 0.111
H 1.8239 0.8288 -0.7962 0.041
H 1.1196 -0.1425 -2.1421 0.039
H -1.1949 -1.4162 -1.5657 0.150
H 0.9761 1.0177 2.0690 0.079
H 0.4392 -0.1617 3.1309 0.083
H -0.3131 2.3883 -0.6250 -0.153
```

ΔE to the lowest compared entry with this formula, charge and spin	126.0	kJ/mol
HOMO energy	-7.78	eV
SMILES string	Nc1nc[nH]c1CS
net charge	0